No. 1
The following is a quantum chemistry calculation of an isolated molecule of C5H7N, from the Open Molecules 2025 dataset.

```
13
Properties=species:S:1:pos:R:3:forces:R:3
N -0.568 -0.401 0.474 0.0 -0.1 0.0
C -0.131 0.675 1.325 0.0 0.1 0.2
C 0.587 0.352 0.053 0.1 0.1 -0.3
C 2.719 -0.869 -0.873 -0.3 0.2 0.3
C 1.808 -0.359 -0.272 0.4 -0.1 -0.3
C -1.745 -0.310 -0.364 -0.2 0.0 -0.1
H 3.503 -1.295 -1.458 0.0 0.0 0.3
H 0.220 0.392 2.314 0.1 0.0 -0.2
H -2.620 -0.678 0.180 0.1 0.1 0.0
H -1.578 -0.968 -1.224 -0.1 0.1 0.1
H -1.952 0.707 -0.738 0.1 -0.1 0.1
H -0.660 1.632 1.286 0.0 -0.2 0.0
H 0.417 1.121 -0.704 -0.1 -0.1 0.0
```
Forces are in eV/Å.

- HOMO level (eV) = -9.46
- SMILES = C#C[C@@H]1CN1C
- frontier orbital gap (Eh) = 0.3871
- total energy (Ha) = -249.346909
- energy above the lowest of the compared OMol25 structures with the same formula, charge and spin (kJ/mol) = 331.68
- 2S+1 = 1

---

No. 2
The following is a quantum chemistry calculation of an isolated molecule of C13H15F13IN3OS in a non-equilibrium geometry, from the Open Molecules 2025 dataset.

```
47
Properties=species:S:1:pos:R:3:forces:R:3
I 4.893 2.868 -1.878 0.3 0.4 -3.9
S -3.789 -1.421 1.671 -0.1 -2.9 1.1
F -4.770 -0.702 2.694 0.6 0.6 -0.7
F -4.492 1.631 1.310 0.5 -0.9 0.0
F -5.852 -1.009 0.128 0.4 0.5 0.5
F -4.029 -1.115 -0.937 0.4 1.0 0.3
F -1.627 2.714 -1.428 -0.5 -0.2 0.3
F -3.107 -2.160 2.914 -0.4 0.4 -0.4
F -2.861 -2.343 0.720 0.1 1.0 0.3
F -1.820 2.123 0.650 -0.8 -0.4 -0.1
F -5.858 1.322 -0.304 0.5 -0.5 0.0
F -4.056 3.021 -0.842 0.1 -0.5 0.4
F -3.924 1.351 -2.176 0.4 -0.7 0.7
F -2.651 -0.311 1.789 -0.6 0.0 -0.3
F -4.876 -2.612 1.578 0.6 0.5 0.1
O 4.735 -1.053 1.432 -0.5 -0.3 -0.6
N 4.571 2.467 0.407 -0.5 -0.5 5.0
N 0.806 -0.688 -1.002 0.4 1.9 1.3
N 0.207 -1.462 -1.913 0.2 -0.4 -0.1
C 1.966 -3.086 -1.472 -0.4 1.6 0.7
C 2.557 -2.195 -0.527 -1.1 -0.8 -1.3
C 4.587 1.321 1.364 -0.5 -0.7 -0.2
C -4.605 0.989 0.136 -1.1 1.5 -1.1
C -3.664 1.711 -0.902 -0.1 1.6 0.4
C 4.144 -0.004 0.654 0.3 1.0 0.4
C -2.137 1.722 -0.607 1.7 -0.3 -1.5
C 0.770 -2.614 -2.120 1.3 -1.5 0.0
C 1.942 -0.949 -0.307 1.3 -1.3 0.0
C 0.145 0.612 -0.733 -1.7 -0.1 -0.4
C -1.378 0.448 -1.052 0.3 0.6 0.4
C 2.595 -0.014 0.693 -0.3 -0.2 0.0
C -4.577 -0.577 0.169 -1.3 -1.1 -0.5
H 4.514 -0.008 -0.388 -0.1 0.0 0.4
H 0.298 -3.282 -2.850 0.0 0.5 0.2
H -1.561 0.381 -2.134 0.0 -0.3 0.5
H 2.372 -4.074 -1.681 -0.2 0.3 0.0
H 3.849 1.487 2.176 0.5 -0.2 0.0
H 0.583 1.418 -1.342 0.0 -0.3 0.3
H 5.217 3.158 0.795 0.0 -0.1 -0.3
H -1.701 -0.452 -0.514 -0.2 0.3 -0.4
H 3.456 -2.497 0.004 -0.4 0.3 0.0
H 5.154 -1.669 0.821 0.1 0.1 0.2
H 2.261 1.032 0.609 0.0 -0.5 -0.2
H 3.661 2.914 0.532 0.2 0.1 -0.4
H 0.174 0.845 0.343 0.5 -0.1 -0.5
H 5.572 1.127 1.813 -0.3 0.3 -0.4
H 2.302 -0.366 1.707 0.1 0.3 -0.4
```
Forces are in eV/Å.

- HOMO level (eV) = -4.58
- frontier orbital gap (Eh) = 0.0946
- total energy (Ha) = -2737.759864
- 2S+1 = 1